No. 1
Density functional theory data (ωB97M-V/def2-TZVPD) for a structure of composition C45H64ClMoN4OPTe in a non-equilibrium geometry.

```
! wB97M-V def2-TZVPD RIJCOSX def2/J DEFGRID3
* xyz 0 3
H 10.33 9.76 11.81
C 17.25 11.67 17.09
H 9.56 7.94 20.99
N 14.68 10.70 17.84
H 14.90 7.62 14.48
C 14.01 13.53 18.55
C 13.44 10.53 18.35
C 11.36 9.53 18.61
C 13.17 13.29 20.81
C 7.81 6.11 14.12
Te 14.70 6.46 18.25
C 16.59 8.91 14.60
H 8.64 8.91 14.69
H 9.47 8.32 16.12
C 13.41 12.74 19.54
H 11.15 3.78 16.59
H 10.19 6.50 11.61
H 11.95 2.13 13.32
H 9.64 11.33 11.41
C 12.85 2.48 16.91
C 12.74 7.46 11.40
H 14.21 6.43 12.59
C 8.78 9.41 19.64
C 9.78 8.62 20.19
H 10.28 12.74 14.11
C 11.74 7.14 10.29
H 13.15 4.18 12.38
H 16.67 12.60 17.04
N 12.67 9.50 18.07
H 12.21 7.84 12.28
C 10.97 12.82 13.28
H 10.48 2.91 13.91
H 13.45 8.22 11.08
H 14.52 16.36 20.32
C 12.48 12.49 21.87
C 15.29 10.08 16.74
H 9.36 10.63 13.01
C 13.50 6.20 11.80
H 11.85 13.37 13.62
H 14.88 15.42 18.06
C 10.68 11.34 17.00
C 9.05 5.24 13.87
P 12.03 5.37 14.06
C 16.56 10.55 16.36
C 11.07 8.69 19.69
C 14.66 9.00 16.09
C 7.98 6.97 15.37
H 13.39 1.05 15.37
H 18.18 10.29 14.99
H 13.33 11.97 12.02
H 10.47 1.70 15.94
C 12.31 3.69 14.78
C 12.20 3.73 16.30
N 13.02 11.44 19.30
Mo 13.09 7.86 16.94
H 17.10 8.45 13.77
H 18.22 11.86 16.63
C 10.36 10.36 18.09
H 10.75 4.10 11.63
C 10.09 10.74 12.21
H 10.05 5.83 9.98
H 13.93 2.64 16.99
N 12.30 9.93 14.62
H 12.70 4.63 16.68
H 17.42 11.43 18.14
H 12.62 10.59 11.19
C 11.28 1.43 15.25
C 9.07 8.02 15.15
H 12.04 12.23 10.84
O 12.97 6.31 14.72
H 11.45 12.25 21.58
H 12.27 11.09 19.88
C 11.47 4.82 11.24
H 7.04 7.47 15.62
H 9.14 5.03 12.81
H 11.46 10.95 16.36
C 17.20 9.95 15.29
C 11.35 11.44 12.73
H 11.02 12.29 17.43
H 13.00 11.55 22.06
H 15.24 11.40 18.31
H 13.37 3.51 14.55
C 13.57 14.59 21.06
H 6.94 5.46 14.23
H 11.86 8.08 20.10
H 8.92 4.28 14.39
H 8.30 10.91 18.20
C 14.21 15.35 20.09
H 7.62 6.76 13.26
H 7.77 9.35 20.03
C 11.90 10.61 13.79
H 11.00 0.50 14.75
C 10.19 7.45 14.27
H 9.99 7.72 13.23
H 12.47 2.35 17.92
C 11.46 2.54 14.21
C 12.40 11.57 11.62
C 14.41 14.82 18.83
H 9.79 11.54 16.40
C 9.08 10.28 18.61
H 11.14 7.91 14.56
H 11.95 4.35 10.37
Cl 10.98 6.77 17.45
H 10.49 13.40 12.49
H 10.31 5.76 15.51
H 14.12 13.13 17.55
C 12.56 1.24 16.06
C 15.35 8.46 15.01
H 13.39 15.02 22.04
C 10.75 6.08 10.78
H 11.20 8.05 10.00
H 12.44 13.05 22.80
C 12.56 5.10 12.27
C 10.29 5.94 14.43
H 12.47 0.36 16.70
H 14.06 5.83 10.93
H 8.25 6.32 16.21
H 12.28 6.78 9.41
*
```

As for the total energy: -86675.5997 eV.



No. 2
Density functional theory data (ωB97M-V/def2-TZVPD) for a structure of composition C45H64N6O12Si2 in a non-equilibrium geometry.

```
! wB97M-V def2-TZVPD RIJCOSX def2/J DEFGRID3
* xyz 0 1
C -0.88 -2.09 -0.95
H -7.77 -0.36 -0.68
Si 5.06 -0.66 -0.81
H -7.25 2.21 -0.12
N 15.74 -1.02 2.41
C -1.09 4.16 3.73
C 6.32 -2.28 -2.67
H -3.40 3.73 -3.85
H -5.75 -1.64 -1.45
C 7.64 -0.76 0.73
H -7.66 1.99 -2.42
N -3.72 3.39 1.17
C -3.10 -4.73 3.62
C -1.31 5.52 3.94
H -11.32 3.82 -6.90
H 6.03 0.06 -5.25
H -5.39 1.88 -0.17
O 7.63 0.43 -2.26
C 2.69 3.83 0.78
H 5.73 1.79 -4.34
C 5.19 1.24 -0.33
H -13.42 4.39 -5.70
C -4.11 -0.63 -0.18
H -3.83 -2.59 1.07
H 6.04 -3.11 -1.90
H -2.48 7.25 3.40
O -13.39 1.92 -1.58
N -0.81 -4.66 2.65
O -3.51 2.17 1.04
H 11.25 -0.79 1.29
O -5.22 2.64 -4.15
H 1.12 -2.34 0.88
N 5.55 -0.97 -2.51
H -3.88 6.03 1.77
O 16.59 -0.78 3.28
C -2.31 6.19 3.24
H 9.66 0.78 1.14
O 0.31 -5.17 2.61
C 8.59 0.27 1.05
H 7.50 -2.13 -2.75
H -2.10 -7.73 5.88
C -2.37 -6.89 5.25
H 13.59 -1.42 0.80
H 12.43 0.78 5.11
C -6.56 1.59 -2.23
C 3.98 2.82 1.09
O 3.41 -1.12 -0.41
C 12.69 0.30 4.17
H -0.84 -1.51 -1.99
H -3.06 -2.33 -1.75
H 5.02 3.37 1.02
C 14.34 -0.67 2.70
C -2.88 4.13 2.11
O 3.84 1.70 0.14
H 10.67 0.32 3.43
H -1.68 2.39 2.67
H 0.57 -3.48 -2.06
H -3.65 2.84 -5.59
H 7.53 1.17 -4.83
H 14.78 0.16 4.66
H -4.03 0.31 0.55
H -0.47 -4.42 -0.69
C -12.96 3.14 -4.00
H -3.19 1.81 -4.05
C -1.43 -6.32 4.38
C -5.49 2.73 -2.70
C -3.10 5.50 2.32
O 15.99 -1.53 1.31
H -3.39 -3.88 3.00
H -0.70 6.07 4.67
H 2.74 -2.93 -2.27
C -1.87 3.46 2.82
H 4.35 -4.75 -0.97
C -6.43 1.48 -0.57
C -4.03 -5.30 4.48
C -12.03 2.26 -3.43
H -10.11 1.26 -3.68
H -5.86 3.85 -2.50
C 6.55 0.09 -3.02
H -13.89 3.39 -3.49
C 12.03 -0.59 2.02
H -2.54 -3.75 -0.58
H 6.47 -2.66 0.19
C -5.67 -1.17 -0.36
C -11.52 3.39 -5.93
C 14.02 -0.05 3.91
H 5.45 1.93 -1.24
H 6.00 -2.71 -3.74
C -3.77 2.76 -4.42
C 1.34 -3.18 0.07
H 3.07 4.83 0.28
H 3.85 -4.48 0.66
H -5.89 -2.06 0.40
C -12.70 3.70 -5.25
H 3.77 2.36 2.17
C -2.45 -2.60 -0.76
H -6.38 0.53 -2.70
H -2.35 -1.31 1.18
C 6.22 -1.56 0.49
H -9.68 2.27 -5.89
H -3.70 -0.30 -1.25
C 6.43 0.86 -4.47
H 5.58 -1.63 1.49
H 5.91 1.43 0.58
C 11.70 0.04 3.23
H -0.58 -1.29 -0.12
N 4.21 -4.00 -0.22
H -0.42 -6.74 4.36
C -3.17 -1.81 0.49
N -12.31 1.64 -2.13
C -6.81 -0.03 -0.07
H -0.30 3.65 4.29
O -1.17 -3.70 1.95
C -3.67 -6.38 5.29
H 1.50 -4.18 0.71
O -11.46 0.88 -1.65
O -4.59 4.02 0.55
C -1.80 -5.25 3.57
C -10.59 2.51 -5.36
C 0.10 -3.41 -0.98
H -5.05 -4.91 4.52
H -7.16 -0.01 1.07
H 2.10 4.12 1.77
C -10.84 1.94 -4.11
C 13.35 -0.94 1.75
H -4.47 2.55 -2.13
H 1.89 3.29 0.09
H -4.40 -6.83 5.96
Si 3.04 -2.78 -0.83
*
```

As for the total energy: -96946.3663 eV.



No. 3
Density functional theory data (ωB97M-V/def2-TZVPD) for a structure of composition C45H65BHfN8OS4SiTe in a non-equilibrium geometry.

```
! wB97M-V def2-TZVPD RIJCOSX def2/J DEFGRID3
* xyz 0 1
C -4.33 2.24 1.79
H 3.21 -4.33 -2.67
H 0.46 -4.31 4.02
H -1.93 3.18 -7.68
H 3.49 -4.53 1.16
H 0.95 -2.64 -2.70
H 0.21 5.22 -5.30
C 1.37 5.09 3.38
H -3.78 -2.95 -0.02
C 1.68 3.29 -2.94
C 3.65 0.13 2.41
H 3.36 0.78 -1.82
C -2.81 2.42 1.80
H -1.50 5.39 -3.50
N 1.51 -3.21 -2.07
C -1.90 2.31 -5.63
H -2.34 -2.09 -1.97
H 4.77 -0.24 -2.13
C 5.44 -1.04 0.22
H 2.54 -2.53 0.84
H -4.72 2.03 2.79
H 6.28 -0.93 -0.48
H 1.18 1.82 2.55
N 0.01 -2.60 1.65
H -6.84 1.41 -1.19
C 1.36 3.71 3.53
H 1.80 -5.31 -2.23
H -0.03 1.47 -8.30
C -6.71 0.33 -1.32
H -2.41 2.09 -0.33
C 1.50 3.94 -4.15
C 1.10 3.43 1.12
C -4.31 0.32 -1.22
H 5.00 -2.03 0.06
Hf 0.08 -0.30 -0.25
C 2.54 -0.24 3.12
C -0.42 4.12 -2.15
H -2.51 -5.70 -2.26
H 1.25 6.73 1.99
H -2.86 3.33 3.80
C -1.86 -5.47 -1.41
H -2.65 2.93 -5.14
C 0.99 -4.40 3.07
C 0.73 3.35 -1.91
S -4.30 1.45 -2.47
C -2.15 1.15 2.33
C 4.41 0.07 -0.04
C -0.60 4.80 -3.35
H -6.75 0.10 -2.38
O -5.48 -0.12 -0.74
H -2.61 -1.33 5.48
H -0.63 -5.68 0.93
H 4.41 2.25 0.11
H -2.09 -6.20 -0.63
H 1.22 -5.46 2.91
C -1.51 2.45 -7.00
C 2.13 -4.38 -2.69
C 0.17 -3.90 1.93
C 1.12 4.82 1.00
C -3.55 -3.96 -0.37
C -2.32 2.87 0.43
C -0.53 1.58 -7.34
H 2.54 -5.25 -0.14
H 5.84 -1.00 1.24
H -1.29 3.20 0.49
C 2.29 -0.23 4.60
H 5.70 1.48 1.04
Si 1.07 2.29 -0.39
C -1.14 -3.66 0.14
C -2.04 -3.12 -2.19
N -0.85 -0.53 2.75
Te -1.55 0.63 -3.02
H 2.26 -1.24 5.01
H -4.64 1.41 1.14
H -2.95 4.48 2.45
C -1.73 -1.49 4.87
C -2.48 3.55 2.80
H 4.58 0.50 2.82
C 1.67 -2.61 -0.90
S -0.08 0.58 -6.02
H 1.93 -3.86 3.17
N 2.45 -3.14 0.04
C -0.55 -4.60 0.99
H -1.19 4.20 -1.40
S -3.03 -0.38 -0.31
H 1.33 0.25 4.83
H -0.82 -5.61 -1.73
S 0.63 -0.44 -2.69
H 2.52 2.11 -0.57
H -2.92 3.72 0.11
H 5.81 1.57 -0.72
H -1.04 -3.09 -2.60
H 1.47 5.74 4.25
N -0.79 -2.42 0.54
H -1.40 3.72 2.86
N 1.62 -0.64 2.24
H 4.07 -4.42 -0.50
H -1.76 -2.52 4.49
H -3.39 0.88 4.16
C -1.73 -0.50 3.75
H 2.58 2.69 -2.79
H -3.65 -4.66 0.47
H 1.82 -4.41 -3.73
H 2.24 3.86 -4.93
C 3.91 -0.09 -1.47
C 3.35 -0.06 1.05
N -1.09 0.49 1.84
H 3.08 0.32 5.10
H -4.28 -4.24 -1.14
C 5.12 1.43 0.11
C 1.21 2.89 2.41
H -0.85 -1.39 5.50
H -2.72 -3.49 -2.96
H 1.03 5.27 0.01
C 0.36 4.71 -4.36
N 2.09 -0.51 0.95
C 1.25 5.65 2.11
C -2.56 0.56 3.53
H 1.45 3.27 4.52
H -4.80 3.16 1.43
B 0.35 -1.46 2.64
C 3.18 -4.40 0.12
C -2.13 -4.03 -0.96
H 3.26 -0.96 -1.57
H -7.48 -0.21 -0.79
C -1.21 1.33 -4.98
H 0.56 -1.95 3.71
*
```

The value obtained for the energy above the lowest of the compared OMol25 structures with the same formula, charge and spin is 1.005 eV. As for the total energy: -122187.0326 eV.



No. 4
Density functional theory data (ωB97M-V/def2-TZVPD) for a cluster of 11 separate species, C45H67BN10O in total in a non-equilibrium geometry.

```
! wB97M-V def2-TZVPD RIJCOSX def2/J DEFGRID3
* xyz 0 1
H 0.33 4.20 6.56
C 0.51 2.26 5.73
B -0.10 -0.98 0.43
H -1.51 -2.18 7.34
C 1.39 -2.95 -3.80
H 5.23 -4.08 2.62
C 3.72 -4.13 0.74
H -1.11 -1.62 0.16
H 0.78 -1.64 0.85
C 1.51 -0.98 5.61
H -4.76 -1.08 -4.36
H -0.75 3.18 -2.05
H -6.11 -1.39 2.99
N 0.03 3.55 5.87
H -0.54 1.77 -7.16
H -3.56 -3.45 5.11
C -2.11 -5.37 4.74
H 2.18 -2.80 -5.99
C -0.44 -1.87 6.68
C 3.42 2.97 1.20
H -1.34 4.85 4.69
C 3.35 1.19 -0.40
N 3.25 -1.98 -2.98
C -3.61 0.33 -1.34
C -0.04 1.82 -3.70
C 3.47 -2.03 -4.33
C -0.74 0.42 -4.26
C -1.22 -4.16 2.81
H 2.69 -0.80 5.34
N -2.90 3.70 0.93
C -4.66 0.50 -2.55
H 3.38 1.32 -4.13
C -3.37 -1.56 -2.59
H 0.90 -2.04 3.61
C 0.72 4.36 -6.44
C 2.04 -2.36 -2.55
C 4.86 -4.61 1.70
H -0.41 -3.83 2.03
H 2.14 0.53 -5.14
H -1.71 0.66 -4.72
N 3.46 -5.25 -0.16
H -0.26 -6.25 3.56
C -4.04 -1.04 2.06
C -0.84 2.14 -2.37
C -4.40 -0.75 -3.40
C -0.71 3.99 4.81
H -1.90 2.01 -2.66
C -5.14 -1.01 3.11
C 2.28 -2.70 -5.03
H -5.40 1.20 -2.84
C 0.09 1.69 4.35
H 1.68 4.50 -7.07
H -3.34 1.13 -0.71
H -1.33 2.31 1.38
H 4.13 -7.35 -0.23
H -0.24 4.58 -7.00
N -2.96 -0.43 2.52
C -2.77 -3.98 4.61
H 1.10 2.45 -7.87
C 2.36 2.67 -5.21
H -1.53 2.83 3.04
H 1.61 -2.36 -1.58
H -3.45 2.99 1.55
H -0.22 -0.16 -4.99
C -0.81 4.45 0.32
C 4.15 2.39 0.05
N -3.02 -0.91 -1.33
C -1.57 3.33 1.07
H 3.38 -3.15 0.81
N -2.26 -3.39 3.44
C 2.13 2.01 1.41
C 4.29 -6.39 0.18
C 5.08 -6.00 1.31
H 2.74 -5.29 -0.74
H -0.39 -0.05 1.37
H -2.99 -2.42 -2.65
H -1.99 -0.58 2.09
H -2.10 0.26 4.45
C -0.83 2.80 3.79
H 1.36 2.09 2.17
H 0.26 4.10 0.29
H -1.11 -2.81 4.82
C 0.67 -1.76 4.68
H -0.80 1.45 -1.47
H 3.47 0.30 -1.15
N -0.18 2.93 -4.64
H 0.86 -0.72 7.97
C 0.55 2.04 -6.94
H 3.67 3.83 1.66
N 2.21 0.98 0.41
H 0.92 1.10 -6.84
H -2.07 -1.07 -0.84
H 5.03 2.56 -0.26
H -4.17 5.12 -0.04
H 4.02 -1.54 -2.44
C 0.84 2.95 -5.78
H 0.60 5.19 -5.55
H 1.34 2.46 -2.38
H -4.07 -1.41 0.93
H -1.90 6.08 -0.93
C -4.43 -0.40 4.29
H -2.64 -2.65 2.97
H 1.51 0.56 -2.67
H -2.21 -6.09 5.49
N -0.43 -2.21 5.25
C 0.67 -0.90 6.88
H 2.96 2.91 -6.16
C -1.81 5.40 -0.32
C 1.44 1.56 -3.22
C 2.41 1.46 -4.31
H -4.77 -0.07 5.27
H 0.38 0.73 3.78
H 1.48 0.23 0.59
O -1.37 3.22 -4.99
H 4.39 -1.80 -4.65
C -3.05 -0.09 3.90
H 0.36 -3.28 -3.84
H 1.27 1.80 6.43
H 5.66 -6.72 2.03
H -0.61 -0.25 -3.50
C -3.17 4.80 0.26
H 0.14 -0.35 -0.67
H 2.42 3.66 -4.65
C -1.04 -5.37 3.54
*
```

The value obtained for the energy above the lowest of the compared OMol25 structures with the same formula, charge and spin is 4.808 eV. As for the total energy: -65345.4802 eV.